Computed, not measured: 8 unconnected molecules or ions with the total composition C44H106BF4N5O9, with the ωB97M-V functional and the def2-TZVPD basis.

XYZ file:
```
169
Properties=species:S:1:pos:R:3:forces:R:3:lowdin_charge:R:1
C -3.77000 3.89874 1.32061 -0.667 -0.723 0.659 -0.064
C -4.87146 3.15944 0.47174 0.710 -0.072 1.076 -0.157
N -5.99279 2.42935 1.27384 0.590 1.483 0.270 -0.230
C -7.06292 2.14118 0.17504 1.899 -0.756 1.557 -0.040
C -5.40434 1.17404 2.04984 1.065 0.915 -1.693 -0.146
C -4.46647 0.26456 1.18062 -1.570 0.587 0.834 -0.088
C -6.60667 3.29470 2.42553 -0.190 -0.867 -1.767 -0.096
C -7.18785 4.61801 2.00505 -0.044 0.849 -0.974 -0.201
O -8.14376 4.57009 0.91699 0.767 0.180 1.663 -0.192
C -8.26817 5.83429 0.32394 -0.895 0.628 -1.632 -0.133
H -3.17539 3.28725 1.99930 -0.299 -0.634 -0.037 0.069
H -4.27254 4.60385 1.98272 0.074 0.247 -0.150 0.054
H -2.97552 4.44678 0.81409 -0.570 0.005 -0.830 0.074
H -4.51977 2.33241 -0.14506 0.345 0.420 -0.151 0.068
H -5.33913 3.89623 -0.18135 -0.210 -0.119 0.103 0.092
H -7.91180 1.77055 0.74961 -0.345 0.159 -0.650 0.090
H -6.56514 1.36471 -0.40583 -0.495 -0.224 -0.280 0.046
H -7.15330 3.04940 -0.42082 -0.545 -0.305 0.267 0.070
H -6.24002 0.69319 2.55829 0.069 -0.056 -0.202 0.102
H -4.69861 1.63724 2.73940 -0.503 0.056 0.499 0.102
H -3.54126 0.80331 0.97611 -0.040 -0.359 -0.186 0.057
H -5.00388 -0.07894 0.29670 0.313 0.004 -0.311 0.037
H -4.24884 -0.61776 1.78249 0.204 0.049 0.018 0.060
H -5.77791 3.54553 3.08760 -0.319 -0.517 0.424 0.122
H -7.35977 2.58622 2.77050 0.082 0.340 0.777 0.125
H -6.34354 5.27282 1.78948 0.256 0.036 -0.964 0.107
H -7.56469 5.19981 2.84624 -0.684 -0.609 0.478 0.136
H -7.44997 6.02942 -0.36929 0.576 0.315 0.468 0.085
H -8.54203 6.69085 0.93990 0.739 -0.151 0.813 0.095
H -9.11324 5.87584 -0.36325 -0.315 -0.870 0.000 0.090
C -5.34017 -3.65036 2.50144 1.588 -0.538 -1.402 -0.056
C -3.74569 -3.72343 2.28332 -0.851 -0.089 0.218 -0.118
N -3.16610 -4.95540 1.52719 -0.905 2.109 -0.471 -0.283
C -3.55924 -4.67267 0.06581 -0.539 -1.474 1.156 0.034
C -1.65170 -4.87665 1.57138 0.015 -0.194 1.029 -0.144
C -0.90018 -6.18003 1.21356 0.412 1.028 0.251 -0.043
C -3.72187 -6.25346 2.01526 0.688 -0.399 -0.848 -0.060
C -3.46524 -6.64126 3.52591 -1.031 0.983 -1.164 -0.199
O -2.10721 -6.76336 3.70345 1.033 -0.079 1.873 -0.218
C -1.72060 -6.77269 5.12299 -0.190 -0.008 -1.020 -0.027
H -5.69072 -2.65454 2.77266 0.543 -0.001 0.415 0.058
H -5.68050 -4.40575 3.20972 0.056 0.174 0.062 0.067
H -5.85009 -3.80452 1.55049 -0.068 -0.255 -0.030 0.049
H -3.30234 -3.68194 3.27821 0.280 -0.157 -0.156 0.117
H -3.31220 -2.94224 1.65889 -0.375 0.611 0.423 0.092
H -3.27834 -5.54709 -0.52120 0.159 0.138 -0.082 0.108
H -3.05499 -3.76655 -0.27001 -0.223 -0.018 0.105 0.106
H -4.64748 -4.64386 0.12067 0.115 0.426 -0.638 0.085
H -1.58056 -4.42973 2.56299 1.289 -0.735 0.190 0.121
H -1.28416 -4.10386 0.89623 -0.498 0.163 -0.190 0.116
H 0.14287 -5.96058 1.44155 0.145 0.137 -0.032 0.089
H -0.92196 -6.28756 0.12910 -0.176 -0.388 0.014 0.084
H -1.09902 -7.09344 1.77413 -0.404 0.325 -0.291 0.073
H -3.17288 -6.86274 1.29729 -0.144 -1.125 0.716 0.117
H -4.72954 -6.27532 1.60026 -0.351 -0.088 0.914 0.133
H -4.01601 -7.52984 3.83443 -0.069 -0.497 -0.571 0.133
H -3.87165 -5.89629 4.20998 -0.129 0.634 -0.127 0.113
H -2.32942 -7.46652 5.70267 0.203 -0.531 -0.247 0.090
H -1.87849 -5.82250 5.63318 0.010 0.467 -0.476 0.087
H -0.65565 -7.00498 5.11753 -0.259 -0.166 0.201 0.099
C 2.83236 -2.86535 -4.64916 -0.531 1.400 1.573 -0.019
C 2.82096 -1.97453 -3.26994 1.252 -1.090 -2.832 -0.117
N 4.00413 -2.39225 -2.36524 -1.029 0.807 -0.851 -0.212
C 3.91473 -1.37740 -1.22224 0.107 -1.381 0.257 0.021
C 3.75409 -3.85536 -1.87267 0.418 0.863 0.095 -0.117
C 2.29651 -4.10456 -1.34152 1.383 0.669 0.335 -0.041
C 5.46687 -2.32731 -3.00726 -0.301 0.449 0.613 -0.015
C 5.98893 -0.91231 -3.39491 -1.631 0.526 0.239 -0.174
O 5.09115 -0.43815 -4.38210 0.418 -1.146 -0.236 -0.221
C 5.18129 0.90856 -4.74531 -0.874 0.857 -0.258 -0.084
H 1.95544 -2.68164 -5.26993 -0.246 0.458 0.304 0.059
H 2.78452 -3.94401 -4.49975 0.557 0.075 0.229 0.066
H 3.67263 -2.49154 -5.23423 0.172 -0.524 0.079 0.062
H 1.88280 -1.96677 -2.71505 0.268 -0.394 0.212 0.093
H 3.05425 -0.95735 -3.58462 -0.088 -0.094 0.129 0.092
H 4.08146 -0.36600 -1.59290 0.195 -0.206 -0.002 0.089
H 4.58871 -1.75122 -0.45145 0.369 0.433 0.110 0.100
H 2.92066 -1.43581 -0.77894 -0.104 -0.023 -0.292 0.086
H 4.57739 -3.86513 -1.15840 -0.719 -0.693 1.059 0.104
H 4.11028 -4.55746 -2.62653 -0.448 0.309 -0.520 0.112
H 2.21153 -3.43686 -0.48417 -0.366 -0.278 0.114 0.045
H 2.15797 -5.13186 -1.00454 0.428 0.015 0.028 0.081
H 1.45294 -3.87165 -1.99133 0.434 0.064 -0.330 0.062
H 5.48687 -3.04296 -3.82917 -0.208 0.320 -0.115 0.124
H 6.12693 -2.72520 -2.23647 -0.188 -0.049 0.217 0.134
H 7.02912 -0.77453 -3.69010 0.263 -1.159 -0.527 0.131
H 5.98147 -0.20507 -2.56555 -0.473 -0.200 0.635 0.110
H 4.97282 0.99469 -5.81172 0.457 -0.154 -0.186 0.091
H 6.12599 1.38918 -4.49107 0.077 -0.111 0.000 0.100
H 4.35051 1.44610 -4.28820 0.243 0.298 0.396 0.070
C 4.14801 1.08813 1.22612 0.435 0.314 1.075 -0.035
C 4.86442 1.76538 2.44025 -0.311 0.180 -0.118 -0.097
N 5.39255 3.24438 2.31633 -0.031 1.346 -0.604 -0.211
C 6.39299 3.29692 1.14653 -0.712 -0.227 0.358 0.027
C 4.20761 4.17810 2.03453 -1.240 0.169 -0.855 -0.169
C 4.44973 5.68578 1.97092 0.012 -0.342 0.889 -0.054
C 6.19340 3.75260 3.55928 -0.933 -1.970 0.275 -0.065
C 5.46213 3.86604 4.89763 -2.059 0.162 1.293 -0.173
O 4.62230 2.74641 5.29934 0.675 -0.933 -0.789 -0.226
C 3.95412 2.77765 6.58833 1.429 1.403 -0.627 -0.057
H 4.83753 0.93322 0.39625 -0.471 0.200 -0.171 0.073
H 3.15288 1.46095 0.98361 0.465 0.936 -0.481 0.068
H 3.83086 0.11552 1.60235 0.790 -0.392 0.338 0.065
H 5.78360 1.24063 2.70072 -0.322 -0.362 0.117 0.129
H 4.16238 1.78885 3.27373 0.442 0.010 0.102 0.112
H 7.04455 2.42786 1.23759 -0.175 -0.032 -0.077 0.111
H 7.02851 4.18230 1.16472 -0.340 0.101 0.242 0.097
H 5.80676 3.28133 0.22773 0.138 -0.189 -0.024 0.102
H 3.34417 3.91430 2.64526 0.547 -0.079 0.876 0.134
H 3.74214 3.99139 1.06675 0.863 -0.907 -0.463 0.112
H 5.38910 5.83884 1.43964 -0.085 0.612 0.195 0.081
H 4.36365 6.15276 2.95205 0.933 -0.007 0.195 0.070
H 3.63317 6.20432 1.46847 0.088 -0.492 -0.622 0.090
H 6.70338 4.68174 3.30488 -0.421 0.038 -0.011 0.131
H 6.96346 3.01061 3.77035 0.098 -0.208 -0.606 0.137
H 4.76986 4.70444 4.97472 0.164 0.572 -0.477 0.111
H 6.23284 4.06986 5.64097 0.259 -0.161 0.107 0.130
H 3.56777 3.79331 6.67362 -0.591 -0.047 0.350 0.080
H 4.67563 2.65098 7.39546 0.163 -0.117 0.026 0.085
H 3.19100 2.00761 6.70142 0.120 0.119 -0.675 0.094
C -1.45052 3.80907 -3.62227 1.183 -1.030 0.723 -0.067
C -2.04627 2.44113 -4.01349 -0.986 0.575 2.157 -0.125
N -1.70450 1.19895 -3.03778 2.045 0.740 -2.123 -0.204
C -2.06067 1.56348 -1.59323 -0.239 -0.016 -1.952 0.034
C -2.44094 -0.06706 -3.54197 -2.392 1.555 -0.126 -0.099
C -3.95871 0.24938 -3.75343 -0.543 -0.865 -0.104 -0.133
C -0.18256 0.92249 -3.19283 -0.929 -0.715 0.809 -0.064
C 0.40199 0.78188 -4.58971 -0.207 0.876 0.495 -0.205
O -0.12891 -0.16569 -5.47491 -1.005 -0.715 1.167 -0.186
C 0.55823 -0.14506 -6.67196 0.787 0.243 -1.238 -0.115
H -1.73831 4.13319 -2.62216 -0.462 -0.012 -0.130 0.061
H -1.74762 4.57463 -4.33904 0.065 -0.219 -0.047 0.092
H -0.36632 3.73541 -3.53754 0.222 0.350 -0.470 0.073
H -1.86963 2.26180 -5.07402 -0.064 -0.767 0.357 0.130
H -3.09274 2.62147 -3.76755 -0.287 -0.598 -0.758 0.088
H -1.79231 0.74515 -0.92508 -0.376 -0.162 -0.095 0.082
H -3.11532 1.75531 -1.79076 -0.265 -0.196 1.200 0.063
H -1.59860 2.49864 -1.27692 0.291 -0.202 -0.286 0.095
H -2.42337 -0.86035 -2.79466 0.856 0.160 0.034 0.129
H -2.01483 -0.31176 -4.51493 0.254 -0.201 0.494 0.112
H -4.51981 0.60394 -2.88883 0.467 0.758 0.255 0.030
H -4.57319 -0.64222 -3.87820 0.671 -0.815 -0.131 0.060
H -4.27325 0.78481 -4.64924 0.592 0.543 0.134 0.068
H -0.00521 0.03799 -2.58103 0.045 -0.044 0.188 0.117
H 0.30323 1.79628 -2.75855 0.263 -0.225 0.136 0.113
H 1.45846 0.55735 -4.44285 0.227 0.289 0.153 0.122
H 0.30914 1.80391 -4.95704 0.366 0.073 -0.884 0.121
H 1.63541 -0.20640 -6.51697 0.292 0.385 0.159 0.086
H 0.29124 0.76964 -7.20124 0.325 0.154 -0.306 0.097
H 0.37587 -0.98708 -7.33967 -0.752 -0.167 0.419 0.097
B 3.16598 2.90629 -1.95068 -0.084 0.018 -1.174 -1.454
F 2.20373 2.37643 -1.14255 -1.428 -1.085 0.985 0.137
F 2.68414 3.01161 -3.26619 -0.306 -0.869 -0.853 0.097
F 3.43737 4.15874 -1.57678 0.758 2.834 1.387 0.173
F 4.32900 2.16224 -1.86088 0.933 -1.125 -0.171 0.118
C 0.54750 -0.25196 0.59533 0.174 1.395 1.180 -0.034
C -0.42037 -1.26429 0.09112 -1.846 -1.564 -3.409 -0.710
O -0.09368 -1.93948 -0.96973 0.210 0.843 1.844 -0.122
O -1.63445 -1.25878 0.50406 1.441 0.000 0.583 -0.121
H 1.32590 0.11320 -0.07463 -0.171 -0.442 -0.351 0.054
H 1.02692 -0.43646 1.55669 -0.030 -0.655 0.034 0.068
H -0.07810 0.60605 0.84138 0.002 0.342 -0.052 0.069
C 2.98078 -2.89096 2.57051 0.902 0.254 -0.576 -0.020
C 4.50455 -2.74281 2.24145 -1.608 0.766 0.925 -0.897
O 5.15270 -1.90538 2.82653 0.549 3.617 3.040 -0.060
O 5.03434 -3.41722 1.40939 0.577 -4.102 -4.567 -0.047
H 2.43153 -3.30394 1.72441 0.028 -0.269 0.053 0.033
H 2.62256 -1.87380 2.72914 -0.252 -0.180 0.569 0.039
H 2.92605 -3.55169 3.43569 -0.389 0.261 0.110 0.064
```
Forces are in eV/Å.

The expectation value of S² is 0.75. The electronic energy is -3114.80654 a.u. The value obtained for the LUMO energy (spin up / spin down) is -1.34 / -1.48 eV. The calculation puts the HOMO energy (spin up / spin down) at -3.9393 / -7.9347 eV. The multiplicity is 2. Its total charge is +1.